Molecular formula: C40H110N10O10
Method: DFT, ωB97M-V with the def2-TZVPD basis set

LUMO energy	0.22	eV
highest occupied orbital energy	-0.3316	hartree
energy above the lowest of the compared OMol25 structures with the same formula, charge and spin	680.0	kJ/mol
electronic energy	-78628.720	eV
gap between HOMO and LUMO	0.3397	Ha

Each line ends with the Löwdin charge.
Atoms and positions in Å:
C: 1.80952 -3.08335 -11.62123  -0.05
C: 0.72557 -2.05137 -12.10588  -0.46
C: 1.36424 -0.69219 -12.57458  -0.21
O: 2.03366 0.06082 -11.59738  -0.21
C: 1.31963 0.34661 -10.34441  -0.07
N: -0.14871 -2.50754 -13.10745  0.03
H: 1.42051 -3.80422 -10.90214  0.07
H: 2.70843 -2.57705 -11.26949  0.07
H: 2.22477 -3.58069 -12.49777  0.06
H: 0.11282 -2.00780 -11.20548  0.12
H: 0.56277 -0.05425 -12.94708  0.11
H: 1.99737 -0.75502 -13.45962  0.13
H: 1.88367 1.22217 -10.02293  0.08
H: 1.34022 -0.44175 -9.59196  0.08
H: 0.36982 0.81295 -10.60608  0.08
H: -0.78717 -3.17835 -12.70436  0.08
H: 0.42585 -2.92853 -13.82352  0.08
C: -3.66192 4.87383 -2.66076  -0.05
C: -4.55939 5.66885 -3.61190  -0.44
C: -5.98236 5.08067 -3.89426  -0.20
O: -6.63101 4.90668 -2.66396  -0.22
C: -7.67445 3.95623 -2.60404  -0.10
N: -4.66889 7.01400 -3.10705  0.02
H: -2.81771 5.45182 -2.28481  0.08
H: -3.27870 4.02664 -3.22954  0.07
H: -4.37208 4.55430 -1.89809  0.07
H: -4.19581 5.76811 -4.63467  0.13
H: -5.90829 4.10735 -4.37928  0.12
H: -6.56446 5.78803 -4.48494  0.12
H: -8.56829 4.33642 -3.09863  0.08
H: -7.98500 3.83327 -1.56648  0.09
H: -7.38705 2.98596 -3.00910  0.09
H: -5.30938 6.91847 -2.33197  0.07
H: -5.13060 7.68300 -3.70651  0.07
C: -6.40662 1.92749 -9.61832  -0.06
C: -5.20798 1.10334 -9.97396  -0.48
C: -5.45246 -0.39159 -9.89832  -0.28
O: -5.87976 -0.99067 -8.72211  -0.16
C: -4.74811 -0.92903 -7.79467  -0.08
N: -4.79899 1.44719 -11.32492  0.04
H: -6.93939 1.67687 -8.70102  0.08
H: -7.08979 1.93847 -10.46758  0.08
H: -6.16152 2.96511 -9.39168  0.08
H: -4.41101 1.31560 -9.26130  0.13
H: -4.69115 -1.00787 -10.37656  0.12
H: -6.25422 -0.52309 -10.62494  0.12
H: -5.02021 -1.49074 -6.90105  0.09
H: -4.69845 0.07784 -7.38016  0.08
H: -3.76641 -1.16197 -8.20710  0.09
H: -5.61131 1.33683 -11.91488  0.07
H: -3.96130 0.93981 -11.57181  0.07
C: 10.71017 1.45874 3.15673  -0.07
C: 10.18925 2.84185 3.63901  -0.39
C: 10.39699 3.04298 5.20155  -0.21
O: 9.66466 4.08432 5.75218  -0.19
C: 9.88979 4.40559 7.08402  -0.12
N: 11.00779 3.84358 2.93885  0.02
H: 11.08428 1.52502 2.13509  0.07
H: 9.92227 0.71124 3.24927  0.08
H: 11.57092 1.22800 3.78439  0.07
H: 9.13842 2.84769 3.34946  0.12
H: 11.43675 3.19397 5.49172  0.12
H: 10.09828 2.11468 5.68851  0.12
H: 10.57297 3.71867 7.58354  0.08
H: 8.92548 4.30362 7.58184  0.09
H: 10.27672 5.41113 7.24915  0.09
H: 10.76229 4.82078 3.00900  0.07
H: 10.85418 3.62169 1.96558  0.06
C: -6.15912 -10.98716 2.74181  -0.06
C: -5.93519 -10.43235 4.08484  -0.52
C: -5.60808 -8.98400 4.17637  -0.20
O: -4.46574 -8.66008 3.33078  -0.19
C: -4.26642 -7.21397 3.15211  -0.08
N: -7.09499 -10.79191 4.83432  0.04
H: -5.17468 -11.09784 2.28714  0.08
H: -6.71157 -10.24363 2.16730  0.09
H: -6.68849 -11.92858 2.59481  0.09
H: -5.11002 -10.86039 4.65403  0.15
H: -5.53975 -8.69413 5.22489  0.13
H: -6.39507 -8.38827 3.71393  0.12
H: -5.17400 -6.98967 2.59167  0.08
H: -3.41495 -7.00041 2.50597  0.08
H: -4.21410 -6.48621 3.96187  0.08
H: -7.88598 -10.42759 4.32275  0.07
H: -7.06173 -10.22253 5.66787  0.07
C: 3.22852 1.07116 -0.88841  -0.07
C: 2.13732 0.21260 -1.53258  -0.41
C: 0.89245 0.16760 -0.55611  -0.23
O: -0.06798 -0.62938 -1.17449  -0.18
C: -1.33897 -0.47658 -0.55661  -0.11
N: 1.72373 0.87378 -2.76037  0.03
H: 4.09825 1.16013 -1.53937  0.07
H: 3.68363 0.71867 0.03718  0.07
H: 2.87721 2.08362 -0.68942  0.08
H: 2.28177 -0.85628 -1.68990  0.13
H: 0.59988 1.21063 -0.43546  0.12
H: 1.02280 -0.20088 0.46141  0.13
H: -1.51712 -1.22717 0.21343  0.09
H: -2.17116 -0.39356 -1.25566  0.08
H: -1.50776 0.47508 -0.05265  0.08
H: 0.83523 0.59397 -3.15074  0.07
H: 2.39188 0.81298 -3.51534  0.07
C: 4.15408 -0.08383 6.95258  -0.06
C: 4.00237 -1.39573 7.71654  -0.47
C: 2.84194 -1.43066 8.68572  -0.18
O: 2.75344 -0.19300 9.45336  -0.19
C: 2.34471 -0.34714 10.75247  -0.15
N: 3.80978 -2.43281 6.71742  0.04
H: 4.93242 -0.11229 6.19004  0.08
H: 4.40337 0.74334 7.61723  0.08
H: 3.16941 0.08761 6.51766  0.08
H: 4.93282 -1.53379 8.26726  0.14
H: 2.93383 -2.26853 9.37685  0.12
H: 1.87942 -1.55249 8.18892  0.13
H: 3.00356 -1.07441 11.22692  0.09
H: 1.28348 -0.59589 10.75822  0.09
H: 2.42215 0.51693 11.41237  0.09
H: 2.93299 -2.10113 6.34148  0.06
H: 3.56323 -3.27448 7.21834  0.07
C: -2.61756 5.59631 9.25481  -0.05
C: -3.71378 5.78431 8.09800  -0.38
C: -3.48975 5.05683 6.78706  -0.25
O: -4.49038 5.45399 5.90276  -0.17
C: -4.45160 4.66359 4.71274  -0.10
N: -4.98523 5.38351 8.80337  0.01
H: -2.74806 6.40260 9.97659  0.06
H: -1.61155 5.55317 8.83747  0.06
H: -2.77665 4.69919 9.85312  0.07
H: -3.93836 6.82415 7.86053  0.13
H: -3.45226 3.98476 6.98032  0.13
H: -2.50948 5.38399 6.44044  0.13
H: -5.16613 5.13664 4.03911  0.09
H: -4.69895 3.61706 4.89073  0.08
H: -3.52022 4.58547 4.15191  0.08
H: -5.18652 6.00549 9.57325  0.06
H: -5.66068 5.50818 8.06288  0.05
C: 1.86915 -12.28723 -2.02090  -0.06
C: 2.48268 -10.94094 -1.64859  -0.47
C: 1.49178 -9.80960 -1.95294  -0.25
O: 2.10623 -8.56087 -2.05817  -0.16
C: 1.14908 -7.64004 -2.47182  -0.13
N: 2.87404 -10.84759 -0.27379  0.04
H: 2.47408 -13.13038 -1.68735  0.07
H: 1.68910 -12.42781 -3.08669  0.08
H: 0.91783 -12.22190 -1.49286  0.08
H: 3.32461 -10.70374 -2.29899  0.13
H: 0.65827 -9.76323 -1.25207  0.13
H: 0.97595 -10.16120 -2.84647  0.12
H: 0.31604 -7.63794 -1.76886  0.08
H: 0.65917 -7.82542 -3.42770  0.09
H: 1.62032 -6.66026 -2.39386  0.09
H: 3.65975 -11.47134 -0.15665  0.07
H: 3.22370 -9.90826 -0.14928  0.07
C: 3.30823 7.50545 5.01643  -0.07
C: 3.44114 7.00455 3.57037  -0.43
C: 2.69824 7.86854 2.58944  -0.26
O: 1.38600 7.45615 2.66212  -0.18
C: 0.42055 8.46384 2.36039  -0.09
N: 4.86794 7.10080 3.41568  0.01
H: 3.41773 8.55888 5.27413  0.08
H: 3.87390 6.82006 5.64760  0.08
H: 2.25818 7.45683 5.30470  0.07
H: 3.17106 5.95580 3.44678  0.14
H: 3.03929 7.68184 1.57115  0.12
H: 3.02416 8.90421 2.68563  0.13
H: 0.44746 8.83042 1.33423  0.09
H: 0.34451 9.19398 3.16612  0.09
H: -0.51795 7.90948 2.36465  0.08
H: 5.34482 6.72659 4.22355  0.06
H: 5.29787 6.63987 2.62650  0.07